Below is an isolated molecule of C4H7NO2 in a non-equilibrium geometry, with properties calculated with ωB97M-V/def2-TZVPD.

Its LUMO energy is 0.74 eV. The SMILES is CC(=O)N(C)C=O. The value obtained for the molar mass is 101.10 g mol⁻¹. The gap between HOMO and LUMO comes out at 10.87 eV. The calculation puts the energy above the lowest of the compared OMol25 structures with the same formula, charge and spin at 28.0 kcal/mol.

```
! RIJCOSX wB97M-V def2-TZVPD def2/J DEFGRID3
* xyz 0 1
C -1.672 -0.975 -0.354
N -0.614 0.083 0.168
C -0.700 1.352 0.840
O -1.687 1.923 1.232
C 0.630 -0.382 -0.245
O 0.645 -1.436 -0.848
C 1.951 0.317 -0.021
H -2.515 -0.929 0.317
H -1.919 -0.735 -1.397
H -1.352 -2.043 -0.415
H 0.295 1.841 1.003
H 2.019 1.264 -0.563
H 2.673 -0.388 -0.440
H 2.183 0.489 1.033
*
```



Below is an isolated molecule of C4H7NO2 in a non-equilibrium geometry, with properties calculated with ωB97M-V/def2-TZVPD.

Its LUMO energy is 0.61 eV. The SMILES is O=C[C@@H]1NC[C@@H]1O. The value obtained for the molar mass is 101.10 g mol⁻¹. The gap between HOMO and LUMO comes out at 9.87 eV. The calculation puts the energy above the lowest of the compared OMol25 structures with the same formula, charge and spin at 68.4 kcal/mol.

```
! RIJCOSX wB97M-V def2-TZVPD def2/J DEFGRID3
* xyz 0 1
O 1.798 -0.759 0.744
C 0.998 -0.172 -0.282
C -0.163 -1.110 -0.583
N -0.996 -0.024 -1.091
C -0.280 0.947 -0.246
C -0.876 1.114 1.133
O -1.681 0.349 1.605
H 2.720 -0.886 0.452
H 1.627 0.219 -1.091
H -0.489 -1.418 0.419
H -0.044 -1.989 -1.220
H -1.964 -0.181 -0.816
H -0.178 1.942 -0.743
H -0.474 1.969 1.718
*
```



Below is C4H7NO2 as an isolated structure in a non-equilibrium geometry, with properties calculated with ωB97M-V/def2-TZVPD.

Its LUMO energy is 0.81 eV. The value obtained for the molar mass is 101.10 g mol⁻¹. The gap between HOMO and LUMO comes out at 8.80 eV. The calculation puts the energy above the lowest of the compared OMol25 structures with the same formula, charge and spin at 96.9 kcal/mol.

```
! RIJCOSX wB97M-V def2-TZVPD def2/J DEFGRID3
* xyz 0 1
C 1.279 -0.402 -1.552
C -1.784 -0.398 0.133
C 0.681 0.319 0.431
C -0.390 -0.150 -0.339
N 0.747 0.990 1.612
O 1.788 0.182 -0.300
O 0.193 -1.192 -1.119
H -0.087 1.058 2.173
H 1.625 1.437 1.824
H 2.085 -1.029 -1.950
H 0.295 0.575 -1.680
H -2.073 0.345 0.879
H -2.479 -0.359 -0.710
H -1.880 -1.378 0.597
*
```



Below is a 2-piece molecular cluster, C4H7NO2 overall, with properties calculated with ωB97M-V/def2-TZVPD.

Its LUMO energy is 0.87 eV. The SMILES is O/C=C1/CN1.C=O. The value obtained for the molar mass is 101.10 g mol⁻¹. The gap between HOMO and LUMO comes out at 9.53 eV. The calculation puts the energy above the lowest of the compared OMol25 structures with the same formula, charge and spin at 91.0 kcal/mol.

```
! RIJCOSX wB97M-V def2-TZVPD def2/J DEFGRID3
* xyz 0 1
O 0.473 0.250 -2.400
C 0.766 1.073 -1.561
C -0.213 -0.342 0.695
C -0.905 0.558 1.592
N -1.485 0.114 0.294
C 0.788 -1.146 0.367
O 0.854 -1.925 -0.743
H 0.426 -1.461 -1.483
H 1.816 1.257 -1.267
H -0.002 1.684 -1.056
H -0.668 1.621 1.626
H -1.308 0.152 2.518
H -2.203 -0.600 0.409
H 1.660 -1.235 1.009
*
```



Below is an isolated molecule of C4H7NO2, with properties calculated with ωB97M-V/def2-TZVPD.

Its LUMO energy is 0.95 eV. The SMILES is C=C(NO)[C@H]1CO1. The value obtained for the molar mass is 101.10 g mol⁻¹. The gap between HOMO and LUMO comes out at 9.72 eV. The calculation puts the energy above the lowest of the compared OMol25 structures with the same formula, charge and spin at 98.8 kcal/mol.

```
! RIJCOSX wB97M-V def2-TZVPD def2/J DEFGRID3
* xyz 0 1
C -1.375 -0.997 -0.764
C -0.482 -0.169 -0.225
N -0.788 0.811 0.746
O -2.017 0.563 1.382
C 0.937 -0.134 -0.712
C 2.079 0.279 0.110
O 1.846 -1.088 -0.168
H -2.398 -1.033 -0.409
H -1.080 -1.674 -1.558
H -0.094 0.836 1.487
H -2.559 1.321 1.125
H 1.036 -0.013 -1.792
H 2.946 0.729 -0.376
H 1.947 0.569 1.155
*
```



Below is an isolated molecule of C4H7NO2 in a non-equilibrium geometry, with properties calculated with ωB97M-V/def2-TZVPD.

Its LUMO energy is 0.59 eV. The SMILES is C[C@@H](C=O)C(N)=O. The value obtained for the molar mass is 101.10 g mol⁻¹. The gap between HOMO and LUMO comes out at 10.52 eV. The calculation puts the energy above the lowest of the compared OMol25 structures with the same formula, charge and spin at 42.9 kcal/mol.

```
! RIJCOSX wB97M-V def2-TZVPD def2/J DEFGRID3
* xyz 0 1
C -0.814 -1.127 0.387
C -0.387 0.199 -0.258
C -1.159 1.411 0.146
O -2.186 1.531 -0.507
C 1.125 0.488 -0.242
O 1.546 1.632 -0.150
N 1.980 -0.583 -0.253
H -0.373 -1.336 1.367
H -1.904 -1.136 0.481
H -0.555 -1.957 -0.284
H -1.180 0.324 -1.150
H -0.863 2.180 0.865
H 1.662 -1.501 -0.517
H 2.954 -0.370 -0.427
*
```



Below is a 2-piece molecular cluster, C4H7NO2 overall, with properties calculated with ωB97M-V/def2-TZVPD.

Its LUMO energy is 0.87 eV. The SMILES is O/C=C1/CN1.C=O. The value obtained for the molar mass is 101.10 g mol⁻¹. The gap between HOMO and LUMO comes out at 9.30 eV. The calculation puts the energy above the lowest of the compared OMol25 structures with the same formula, charge and spin at 88.3 kcal/mol.

```
! RIJCOSX wB97M-V def2-TZVPD def2/J DEFGRID3
* xyz 0 1
O 0.230 -1.947 1.511
C -0.007 -2.119 0.337
C 0.055 0.906 -0.251
C -1.009 1.161 -1.195
N -1.221 0.360 0.042
C 1.314 0.932 0.156
O 1.819 0.380 1.288
H 1.232 -0.335 1.602
H 0.671 -1.758 -0.457
H -0.905 -2.661 -0.003
H -1.094 0.577 -2.109
H -1.445 2.158 -1.252
H -1.708 0.897 0.759
H 2.069 1.449 -0.427
*
```



Below is an isolated molecule of C4H7NO2 in a non-equilibrium geometry, with properties calculated with ωB97M-V/def2-TZVPD.

Its LUMO energy is 0.75 eV. The SMILES is O=CCCNC=O. The value obtained for the molar mass is 101.10 g mol⁻¹. The gap between HOMO and LUMO comes out at 10.67 eV. The calculation puts the energy above the lowest of the compared OMol25 structures with the same formula, charge and spin at 31.7 kcal/mol.

```
! RIJCOSX wB97M-V def2-TZVPD def2/J DEFGRID3
* xyz 0 1
O 2.884 -1.422 0.445
C 1.824 -1.425 -0.137
N 1.278 -0.318 -0.727
C -0.130 0.079 -0.728
C -0.593 0.592 0.641
C -2.061 0.956 0.588
O -2.716 1.390 1.485
H 1.234 -2.354 -0.212
H 2.014 0.371 -0.557
H -0.217 0.820 -1.521
H -0.638 -0.821 -1.081
H -0.400 -0.209 1.354
H -0.045 1.498 0.902
H -2.435 0.844 -0.453
*
```



Below is an isolated molecule of C4H7NO2 in a non-equilibrium geometry, with properties calculated with ωB97M-V/def2-TZVPD.

Its LUMO energy is 0.72 eV. The SMILES is O=C1CCCON1. The value obtained for the molar mass is 101.10 g mol⁻¹. The gap between HOMO and LUMO comes out at 10.06 eV. The calculation puts the energy above the lowest of the compared OMol25 structures with the same formula, charge and spin at 108.0 kcal/mol.

```
! RIJCOSX wB97M-V def2-TZVPD def2/J DEFGRID3
* xyz 0 1
C 0.963 -0.200 1.103
C 0.736 -0.937 -0.164
C 0.077 -0.028 -1.160
C -1.066 0.753 -0.625
H 0.144 -1.978 -0.203
H 1.831 -1.133 -0.469
H -0.413 -0.675 -1.946
H 0.803 0.650 -1.341
H -1.146 1.884 -0.740
H -2.152 0.273 -0.681
H -0.444 0.764 2.429
N -0.077 0.688 1.481
O 1.967 -0.541 1.665
O -1.222 0.481 0.651
*
```



Below is an isolated molecule of C4H7NO2, with properties calculated with ωB97M-V/def2-TZVPD.

Its LUMO energy is 0.53 eV. The SMILES is C/C(C=O)=C(\N)O. The value obtained for the molar mass is 101.10 g mol⁻¹. The gap between HOMO and LUMO comes out at 8.74 eV. The calculation puts the energy above the lowest of the compared OMol25 structures with the same formula, charge and spin at 33.6 kcal/mol.

```
! RIJCOSX wB97M-V def2-TZVPD def2/J DEFGRID3
* xyz 0 1
C -0.255 1.551 -0.515
C 0.100 0.100 -0.417
C 1.207 -0.416 -1.195
O 1.861 0.237 -1.995
C -0.367 -0.731 0.580
O -0.592 -2.022 0.287
N -0.648 -0.388 1.853
H 0.264 2.187 0.211
H 0.037 1.888 -1.515
H -1.336 1.701 -0.402
H -0.661 -1.969 -0.683
H 1.520 -1.458 -0.947
H -0.168 0.412 2.235
H -0.963 -1.093 2.503
*
```



Below is a 2-piece molecular cluster, C4H7NO2 overall in a non-equilibrium geometry, with properties calculated with ωB97M-V/def2-TZVPD.

Its LUMO energy is -0.22 eV. The SMILES is O=C1C=NC[C@@H]1O.[H][H]. The value obtained for the molar mass is 101.10 g mol⁻¹. The gap between HOMO and LUMO comes out at 9.81 eV. The calculation puts the energy above the lowest of the compared OMol25 structures with the same formula, charge and spin at 78.0 kcal/mol.

```
! RIJCOSX wB97M-V def2-TZVPD def2/J DEFGRID3
* xyz 0 1
O 2.063 0.238 0.572
C 0.681 0.180 0.839
C -0.240 1.222 0.160
N -1.176 0.499 -0.689
C -1.152 -0.743 -0.404
C 0.090 -1.131 0.315
O 0.639 -2.206 0.383
H 2.366 -0.690 0.559
H 0.491 0.197 1.919
H 0.205 2.147 -0.216
H -0.207 0.274 -3.567
H -1.175 1.548 0.675
H -0.653 -0.121 -3.123
H -1.930 -1.402 -0.764
*
```



Below is a 2-piece molecular cluster, C4H7NO2 overall, with properties calculated with ωB97M-V/def2-TZVPD.

Its LUMO energy is 0.27 eV. The SMILES is O=C/C=C/O.C=N. The value obtained for the molar mass is 101.10 g mol⁻¹. The gap between HOMO and LUMO comes out at 9.94 eV. The calculation puts the energy above the lowest of the compared OMol25 structures with the same formula, charge and spin at 61.5 kcal/mol.

```
! RIJCOSX wB97M-V def2-TZVPD def2/J DEFGRID3
* xyz 0 1
O 0.537 0.411 2.483
C 0.109 0.459 1.212
C 1.181 -1.676 -1.208
N 1.414 -0.533 -1.701
C -1.058 1.040 0.892
C -1.621 1.108 -0.458
O -1.280 0.480 -1.447
H 1.327 -0.141 2.551
H 0.777 0.047 0.467
H 0.190 -2.143 -1.174
H 1.996 -2.242 -0.749
H 0.524 -0.123 -2.006
H -1.628 1.498 1.694
H -2.467 1.815 -0.555
*
```